Entry 1:
A structure of composition C25H28N5OPtS2Te. Source: the OMol25 dataset; level of theory: wB97M-V/def2-TZVPD.

Properties
- ⟨S²⟩: 0.754
- Energy above the lowest of the compared OMol25 structures with the same formula, charge and spin: 73.9 kJ/mol
- Electronic energy: -68086.43368 eV
- E_HOMO (alpha / beta): -6.67 / -6.77 eV
- Largest force on an atom: 0.00971 hartree/bohr

Structure (ORCA input):
```
! wB97M-V def2-TZVPD RIJCOSX def2/J DEFGRID3
* xyz 0 2
Pt 0.35 -1.32 -1.66
N 0.25 0.29 1.30
N 1.22 -0.39 2.02
C 2.22 -1.05 1.40
N 3.18 -1.52 2.23
S 2.38 -1.31 -0.24
H 0.25 1.28 1.52
H -0.67 -0.11 1.43
H 1.17 -0.41 3.02
H 3.23 -1.27 3.20
H 3.92 -2.06 1.83
S 2.84 -0.09 -5.50
C 2.05 -0.39 -4.12
N 1.49 -0.59 -3.12
C 4.17 -7.15 -1.54
C 2.90 -6.37 -1.36
C 1.95 -6.30 -2.37
C 0.77 -5.57 -2.23
C -0.17 -5.49 -3.40
C 0.56 -4.91 -1.01
Te -1.37 -4.07 -0.80
N -1.12 -2.10 -0.43
C -2.41 -1.72 -0.21
O -3.26 -2.60 0.03
C -2.85 -0.29 -0.27
C -4.18 -0.06 0.10
C -4.71 1.22 0.07
C -3.91 2.29 -0.32
C -2.59 2.07 -0.69
C -2.06 0.78 -0.67
C -1.74 -4.82 1.14
C -1.68 -3.95 2.22
C -1.93 -4.43 3.50
C -2.25 -5.77 3.68
C -2.32 -6.62 2.59
C -2.07 -6.17 1.30
C -2.13 -7.11 0.13
C 1.51 -4.93 0.01
C 1.31 -4.22 1.33
C 2.66 -5.67 -0.18
H 4.19 -7.65 -2.51
H 4.28 -7.90 -0.76
H 5.04 -6.49 -1.48
H 2.13 -6.81 -3.31
H 0.27 -6.01 -4.25
H -0.35 -4.46 -3.70
H -1.14 -5.96 -3.19
H -4.79 -0.90 0.39
H -5.74 1.39 0.35
H -4.32 3.29 -0.34
H -1.97 2.89 -1.02
H -1.04 0.62 -0.99
H -1.45 -2.91 2.06
H -1.89 -3.75 4.34
H -2.45 -6.14 4.67
H -2.57 -7.66 2.74
H -2.48 -8.09 0.44
H -1.15 -7.23 -0.34
H -2.82 -6.74 -0.64
H 0.67 -3.34 1.23
H 2.28 -3.87 1.70
H 0.88 -4.89 2.08
H 3.41 -5.69 0.61
*
```



Entry 2:
A structure of composition C25H29AsBrFeN4O3S at a distorted geometry. Source: the OMol25 dataset; level of theory: wB97M-V/def2-TZVPD.

Properties
- Energy above the lowest of the compared OMol25 structures with the same formula, charge and spin: 113.2 kJ/mol
- Electronic energy: -214595.74073 eV
- E_HOMO: -9.91 eV
- Largest force on an atom: 0.05121 hartree/bohr

Structure (ORCA input):
```
! wB97M-V def2-TZVPD RIJCOSX def2/J DEFGRID3
* xyz 1 1
Fe 0.20 -0.19 0.44
Br 5.41 3.41 2.98
C 3.79 2.64 2.34
C 2.61 3.02 3.03
C 1.30 2.75 2.72
C 0.87 1.71 1.86
O -0.21 1.64 1.21
C 2.76 1.22 0.66
C 2.35 1.19 -0.68
N 1.23 0.59 -1.02
C 0.85 0.69 -2.37
C 1.79 0.71 -3.38
C 1.48 1.03 -4.71
C 0.20 1.35 -5.05
C -0.82 1.23 -4.09
C -2.16 1.52 -4.42
C -3.16 1.36 -3.50
C -2.82 0.82 -2.26
N -1.58 0.56 -1.92
C -0.52 0.82 -2.77
C 3.84 2.00 1.13
H 2.77 3.74 3.83
H 0.53 3.40 3.11
H 2.92 1.75 -1.42
H 2.82 0.49 -3.12
H 2.27 1.05 -5.45
H -0.05 1.67 -6.05
H -2.38 1.87 -5.42
H -4.19 1.58 -3.73
H -3.55 0.55 -1.51
H 4.69 2.18 0.48
O -2.41 -0.70 -0.22
C -1.38 -0.22 -0.60
S 2.27 -0.46 2.75
C 1.85 0.60 1.64
N -2.17 -1.67 3.63
C -1.66 -0.73 2.80
N -2.25 0.48 2.79
O -0.66 -1.01 2.11
H -2.94 -1.48 4.25
H -1.72 -2.56 3.67
H -3.11 0.65 3.28
H -1.88 1.17 2.15
C -0.67 -3.63 -2.18
C 0.69 -2.98 -1.96
As 1.05 -2.30 -0.15
C 0.73 -3.81 1.03
C -0.75 -4.12 1.29
C 3.00 -2.29 -0.33
C 3.68 -3.62 -0.05
H -0.81 -3.85 -3.24
H -1.49 -2.98 -1.86
H -0.76 -4.57 -1.64
H 0.81 -2.11 -2.61
H 1.50 -3.68 -2.20
H 1.23 -3.54 1.97
H 1.24 -4.68 0.62
H -1.31 -3.21 1.52
H -0.85 -4.82 2.12
H -1.22 -4.58 0.42
H 3.40 -1.52 0.34
H 3.20 -1.97 -1.35
H 3.64 -3.88 1.01
H 4.74 -3.57 -0.33
H 3.24 -4.44 -0.61
*
```



Entry 3:
A structure of composition C25H29BrN6O2Ru. Source: the OMol25 dataset; level of theory: wB97M-V/def2-TZVPD.

Properties
- ⟨S²⟩: 6.039
- Electronic energy: -112014.77899 eV
- E_HOMO (alpha / beta): -18.59 / -18.54 eV
- Largest force on an atom: 0.01878 hartree/bohr

Structure (ORCA input):
```
! wB97M-V def2-TZVPD RIJCOSX def2/J DEFGRID3
* xyz 4 5
Ru -1.20 -0.83 0.97
C -2.41 1.92 0.88
C -3.00 1.05 -0.23
N -1.93 0.17 -0.79
C -2.43 -0.84 -1.76
C -3.06 -1.98 -1.01
C -4.07 -2.79 -1.48
C -4.59 -3.77 -0.65
C -4.13 -3.89 0.66
C -3.12 -3.05 1.09
C -2.56 -3.02 2.49
N -2.03 -1.65 2.76
C -3.11 -0.66 3.05
C -2.52 0.75 3.14
N -1.72 1.11 1.93
N -2.57 -2.15 0.24
H -3.21 2.53 1.32
H -1.68 2.60 0.45
H -3.41 1.70 -1.00
H -3.82 0.42 0.14
H -1.24 0.76 -1.24
H -1.59 -1.21 -2.35
H -3.15 -0.39 -2.46
H -4.45 -2.65 -2.49
H -5.39 -4.41 -1.00
H -4.55 -4.62 1.34
H -1.75 -3.75 2.58
H -3.33 -3.30 3.21
H -1.42 -1.70 3.57
H -3.60 -0.89 4.00
H -3.87 -0.72 2.27
H -1.86 0.80 4.01
H -3.33 1.46 3.30
H -0.92 1.66 2.25
C 1.30 -2.21 2.85
O 1.09 -1.27 1.76
C 2.15 -0.42 1.47
C 3.13 -0.10 2.40
C 4.14 0.78 2.05
Br 5.46 1.22 3.32
C 4.18 1.33 0.78
C 3.22 0.99 -0.18
C 2.18 0.12 0.18
O 1.18 -0.29 -0.72
C 3.46 1.55 -1.51
N 4.54 2.31 -1.73
C 4.53 2.65 -3.01
C 5.43 3.47 -3.76
C 5.05 3.86 -5.02
C 3.88 3.36 -5.60
C 2.98 2.52 -4.90
C 3.34 2.13 -3.64
N 2.69 1.44 -2.62
H 2.24 -2.74 2.71
H 0.49 -2.93 2.79
H 1.29 -1.70 3.81
H 3.12 -0.52 3.40
H 4.97 2.01 0.51
H 1.33 -1.22 -0.93
H 6.41 3.70 -3.36
H 5.69 4.52 -5.60
H 3.65 3.62 -6.63
H 2.03 2.25 -5.33
H 1.87 0.88 -2.72
*
```



Entry 4:
A structure of composition C25H29F3MoN3O2 at a distorted geometry. Source: the OMol25 dataset; level of theory: wB97M-V/def2-TZVPD.

Properties
- Energy above the lowest of the compared OMol25 structures with the same formula, charge and spin: 109.4 kJ/mol
- Electronic energy: -44962.67572 eV
- E_HOMO (alpha / beta): -11.27 / -11.27 eV
- Largest force on an atom: 0.03575 hartree/bohr

Structure (ORCA input):
```
! wB97M-V def2-TZVPD RIJCOSX def2/J DEFGRID3
* xyz 1 1
Mo 1.16 -0.18 -0.68
C 5.14 -0.21 -2.02
C 3.96 0.30 -1.25
O 2.78 0.02 -1.76
C 4.13 1.03 -0.10
C 3.11 1.71 0.60
C 3.46 2.88 1.46
N 1.83 1.40 0.43
N 0.91 2.36 0.81
C -0.13 2.25 0.05
O -0.18 1.25 -0.83
C -1.26 3.18 0.12
C -1.20 4.29 0.96
C -2.27 5.16 1.03
C -3.41 4.92 0.27
C -3.47 3.82 -0.57
C -2.40 2.94 -0.65
H 4.82 -0.54 -3.00
H 5.58 -1.05 -1.49
H 5.91 0.55 -2.12
H 5.15 1.25 0.19
H 4.51 2.86 1.70
H 2.85 2.90 2.36
H 3.24 3.80 0.91
H -0.31 4.46 1.55
H -2.22 6.02 1.68
H -4.25 5.60 0.33
H -4.36 3.64 -1.16
H -2.45 2.08 -1.30
F 3.17 -2.06 0.00
C 2.27 -1.42 0.81
F 1.60 -2.41 1.41
F 2.96 -0.80 1.78
C -2.50 -0.01 1.74
C -1.83 -1.25 2.34
C -0.51 -0.88 3.03
C -1.79 -2.33 1.28
C -2.61 -3.43 1.41
C -2.75 -4.36 0.39
C -2.11 -4.18 -0.83
C -1.26 -3.11 -1.02
C -0.74 -2.82 -2.42
C 0.75 -2.58 -2.58
C -1.53 -1.65 -3.03
C -1.04 -2.22 0.07
N -0.14 -1.24 -0.09
H -2.64 0.76 2.51
H -3.48 -0.25 1.32
H -1.89 0.41 0.94
H -2.48 -1.64 3.12
H 0.15 -0.32 2.37
H 0.02 -1.77 3.38
H -0.72 -0.25 3.88
H -3.17 -3.56 2.33
H -3.40 -5.22 0.53
H -2.29 -4.87 -1.64
H -0.96 -3.71 -3.00
H 1.08 -1.56 -2.30
H 1.01 -2.62 -3.64
H 1.38 -3.28 -2.04
H -1.36 -0.73 -2.46
H -2.60 -1.85 -3.02
H -1.22 -1.48 -4.06
*
```



Entry 5:
A structure of composition C25H29F6N6O6Ru. Source: the OMol25 dataset; level of theory: wB97M-V/def2-TZVPD.

Properties
- Electronic energy: -66504.68647 eV
- E_HOMO (alpha / beta): -10.65 / -10.64 eV
- Largest force on an atom: 0.01862 hartree/bohr

Structure (ORCA input):
```
! wB97M-V def2-TZVPD RIJCOSX def2/J DEFGRID3
* xyz 1 1
Ru 0.54 -0.90 -0.54
C 1.27 -1.59 -4.45
O -0.06 -1.93 -4.87
C -1.11 -1.93 -4.04
C -2.35 -1.98 -4.66
C -3.53 -1.98 -3.93
C -3.51 -1.91 -2.55
C -2.28 -1.84 -1.89
C -2.27 -1.86 -0.46
N -1.21 -1.56 0.22
N -1.19 -1.93 1.55
C 0.03 -2.00 1.94
O 1.05 -1.68 1.14
C 0.38 -2.42 3.31
C -0.60 -2.94 4.15
C -0.26 -3.35 5.43
C 1.05 -3.24 5.87
C 2.03 -2.73 5.04
C 1.70 -2.33 3.75
C -1.06 -1.90 -2.62
O 0.13 -1.96 -2.03
H 1.82 -1.45 -5.37
H 1.71 -2.40 -3.87
H 1.28 -0.67 -3.86
H -2.37 -2.02 -5.74
H -4.48 -2.04 -4.45
H -4.42 -1.93 -1.98
H -3.13 -2.23 0.09
H -1.62 -3.02 3.79
H -1.03 -3.75 6.08
H 1.31 -3.57 6.87
H 3.05 -2.66 5.38
H 2.46 -1.94 3.09
N 0.87 0.89 0.54
C -0.20 1.88 0.32
C 0.28 3.33 0.57
C -0.51 4.10 1.64
C -1.70 4.87 1.09
N -2.57 4.03 0.27
C -3.70 3.44 0.62
N -4.18 2.48 -0.17
N -4.36 3.78 1.74
C -0.74 1.62 -1.09
O -1.56 2.38 -1.60
O -0.29 0.57 -1.65
H 1.05 0.73 1.52
H 1.74 1.21 0.11
H -1.02 1.64 1.00
H 0.26 3.89 -0.37
H 1.32 3.28 0.87
H 0.15 4.84 2.11
H -0.82 3.43 2.44
H -1.35 5.67 0.44
H -2.27 5.35 1.88
H -2.13 3.60 -0.56
H -3.64 2.20 -0.98
H -5.10 2.10 -0.03
H -4.10 4.59 2.26
H -5.26 3.38 1.93
C 3.88 -1.16 0.22
C 3.59 -0.52 -1.14
O 2.27 -0.35 -1.46
C 4.21 -1.43 -2.23
F 4.11 -0.90 -3.45
F 5.51 -1.69 -2.01
F 3.57 -2.60 -2.24
C 4.24 0.88 -1.18
F 4.02 1.54 -2.31
F 5.56 0.86 -0.95
F 3.69 1.65 -0.18
H 3.42 -2.14 0.26
H 3.46 -0.54 1.02
H 4.95 -1.26 0.39
*
```



Entry 6:
A structure of composition C25H29GeN3O3RuS. Source: the OMol25 dataset; level of theory: wB97M-V/def2-TZVPD.

Properties
- ⟨S²⟩: 8.763
- Energy above the lowest of the compared OMol25 structures with the same formula, charge and spin: 14.9 kJ/mol
- Electronic energy: -106936.80810 eV
- E_HOMO (alpha / beta): -11.27 / -11.74 eV
- Largest force on an atom: 0.01843 hartree/bohr

Structure (ORCA input):
```
! wB97M-V def2-TZVPD RIJCOSX def2/J DEFGRID3
* xyz 1 6
Ru 1.09 1.27 -0.41
N 3.37 1.63 -0.36
C 3.79 2.99 0.11
C 3.06 4.12 -0.62
C 1.60 4.14 -0.23
O 1.17 4.85 0.65
O 0.84 3.28 -0.88
H 3.77 0.93 0.26
H 3.77 1.44 -1.27
H 4.86 3.10 -0.03
H 3.58 3.04 1.18
H 3.16 4.00 -1.70
H 3.51 5.06 -0.31
O -0.48 0.24 -0.79
C -3.30 -2.75 2.73
C -3.66 -2.70 1.40
C -2.71 -2.37 0.43
C -1.39 -2.09 0.80
C -1.04 -2.15 2.15
C -1.99 -2.48 3.11
Ge -0.20 -1.52 -0.64
C 1.74 -1.56 -0.39
C 2.53 -1.53 -1.54
C 3.92 -1.55 -1.44
C 4.53 -1.60 -0.19
C 3.75 -1.63 0.96
C 2.36 -1.61 0.86
C -0.72 -2.26 -2.36
C -1.48 -1.49 -3.24
C -1.87 -2.01 -4.47
C -1.51 -3.30 -4.83
C -0.75 -4.07 -3.96
C -0.36 -3.55 -2.73
H -4.04 -3.01 3.48
H -4.67 -2.91 1.10
H -3.00 -2.34 -0.61
H -0.04 -1.93 2.48
H -1.71 -2.53 4.16
H 2.07 -1.52 -2.52
H 4.53 -1.55 -2.34
H 5.61 -1.63 -0.12
H 4.22 -1.68 1.93
H 1.77 -1.64 1.77
H -1.77 -0.49 -2.97
H -2.46 -1.41 -5.15
H -1.81 -3.70 -5.79
H -0.46 -5.08 -4.24
H 0.24 -4.17 -2.07
S 0.89 1.54 2.08
C -0.79 2.07 1.97
N -1.06 3.32 1.67
C -2.42 3.81 1.47
C -3.39 2.97 2.29
C -3.17 1.50 2.00
N -1.75 1.19 2.19
H -0.28 3.94 1.41
H -2.66 3.76 0.40
H -2.45 4.85 1.76
H -4.42 3.25 2.04
H -3.24 3.17 3.35
H -3.45 1.25 0.98
H -3.74 0.87 2.68
H -1.47 0.23 2.33
*
```



Entry 7:
An isolated molecule of C25H29N3O. Source: the OMol25 dataset; level of theory: wB97M-V/def2-TZVPD.

Properties
- SMILES: Cc1ccc(-c2cc(C(=O)NCCCN3CCCC3)c3ccccc3n2)cc1C
- Energy above the lowest of the compared OMol25 structures with the same formula, charge and spin: 0.0 kJ/mol
- Electronic energy: -32914.97851 eV
- E_HOMO: -8.21 eV
- Largest force on an atom: 0.01253 hartree/bohr

Structure (ORCA input):
```
! wB97M-V def2-TZVPD RIJCOSX def2/J DEFGRID3
* xyz 0 1
C 6.90 1.76 -3.22
C 5.62 1.56 -2.47
C 5.36 2.30 -1.32
C 4.19 2.13 -0.62
C 3.23 1.22 -1.05
C 1.99 1.06 -0.29
C 0.80 0.60 -0.91
C -0.35 0.47 -0.17
C -1.59 0.08 -0.91
O -1.59 -0.78 -1.77
N -2.67 0.84 -0.63
C -3.95 0.65 -1.26
C -4.93 -0.17 -0.42
C -4.43 -1.60 -0.19
N -3.55 -1.70 0.96
C -4.23 -1.84 2.23
C -3.18 -2.43 3.19
C -2.03 -2.88 2.28
C -2.63 -2.82 0.88
C -0.31 0.74 1.22
C -1.38 0.54 2.11
C -1.26 0.87 3.43
C -0.06 1.41 3.93
C 1.01 1.58 3.10
C 0.92 1.24 1.74
N 2.02 1.40 0.98
C 3.50 0.47 -2.20
C 4.68 0.63 -2.91
C 4.93 -0.19 -4.13
H 7.52 2.52 -2.75
H 7.47 0.83 -3.27
H 6.70 2.07 -4.25
H 6.10 3.02 -0.98
H 3.99 2.71 0.28
H 0.77 0.40 -1.97
H -2.62 1.50 0.13
H -3.76 0.13 -2.20
H -4.38 1.63 -1.48
H -5.88 -0.20 -0.95
H -5.09 0.33 0.54
H -5.30 -2.28 -0.07
H -3.88 -1.92 -1.07
H -4.60 -0.88 2.57
H -5.09 -2.53 2.14
H -3.60 -3.27 3.74
H -2.84 -1.69 3.92
H -1.19 -2.18 2.36
H -1.66 -3.88 2.53
H -1.88 -2.64 0.10
H -3.16 -3.76 0.65
H -2.28 0.07 1.75
H -2.09 0.71 4.11
H 0.01 1.67 4.98
H 1.95 1.96 3.47
H 2.78 -0.26 -2.53
H 5.07 0.44 -5.01
H 4.10 -0.87 -4.32
H 5.83 -0.79 -4.01
*
```